C6H13N | ωB97M-V with the def2-TZVPD basis set

Each line ends with the Löwdin spin population.
Cartesian coordinates (Å):
C (1.6747, 1.5286, 0.9438)  0.004
C (0.9310, 0.3176, 0.4566)  0.018
C (0.2197, 0.4301, -0.8921)  0.077
C (-0.6080, -0.8537, -0.9458)  0.044
C (-3.1061, -0.4579, -0.3777)  0.400
C (-1.7949, -0.6722, -0.0972)  0.235
N (1.8876, -0.8814, 0.3994)  0.159
H (1.6440, 1.7405, 2.0055)  0.002
H (2.7319, 1.4075, 0.6368)  0.000
H (1.4557, 2.5609, 0.6740)  0.001
H (0.1867, 0.1809, 1.2545)  0.004
H (-0.3712, 1.3624, -0.8333)  0.002
H (0.8780, 0.5235, -1.8229)  0.007
H (0.0466, -1.7198, -0.6746)  -0.001
H (-1.0181, -1.1309, -1.9661)  0.003
H (-4.0090, -0.7752, 0.2542)  0.015
H (-3.3704, -0.1062, -1.4120)  0.017
H (-1.5620, -0.8231, 1.0053)  0.007
H (2.5184, -0.7952, 1.1874)  0.005
H (1.6653, -1.8363, 0.2041)  0.003

## Properties
Electronic energy (Ha): -290.75037
Energy relative to the best compared isomer or geometry (same formula, charge and spin) (eV): 3.492
Multiplicity: 2
LUMO level (spin up / spin down) (eV): -4.38 / -8.90
F_max (Eh/bohr): 0.0827
Net charge: +1
E_HOMO (spin up / spin down) (eV): -13.904 / -12.811

C10H23Br4O2P | ωB97M-V with the def2-TZVPD basis set

Each line ends with the Löwdin charge.
Cartesian coordinates (Å):
C (3.2755, 4.5060, 0.0507)  -0.139
O (2.0170, 4.3940, 0.8039)  -0.258
C (1.9366, 3.0455, 1.4546)  -0.171
C (1.0026, 2.0213, 0.5847)  -0.196
O (1.0576, 0.6112, 0.9931)  -0.332
C (2.4116, 0.0463, 0.9097)  -0.439
P (2.2445, -1.7937, 1.5316)  0.842
C (3.3647, -2.9466, 0.4440)  -0.353
C (3.0140, -1.8286, 3.3200)  -0.350
H (3.3824, 5.6341, -0.3135)  0.111
H (4.2441, 4.2560, 0.6669)  0.097
H (3.2582, 3.8082, -0.8884)  0.095
H (1.4434, 3.2309, 2.5235)  0.148
H (3.0429, 2.7071, 1.6210)  0.107
H (1.1768, 2.1769, -0.5865)  0.117
H (-0.1249, 2.3708, 0.7599)  0.147
H (3.1811, 0.5347, 1.6656)  0.089
H (2.9033, 0.0796, -0.1526)  0.083
H (4.4833, -2.9015, 0.8029)  0.039
H (3.0277, -4.0728, 0.5477)  0.047
H (3.3173, -2.6580, -0.7013)  0.045
H (4.0977, -1.3531, 3.1977)  0.044
H (2.3899, -1.0626, 3.9676)  0.050
H (3.0423, -2.9123, 3.7739)  0.052
Br (-2.9861, -0.8525, -2.9074)  0.625
C (-1.9761, 0.7404, -2.4105)  -0.690
C (-0.5739, 0.6947, -2.9706)  -0.676
Br (0.5600, -0.5103, -1.9366)  0.685
H (-2.0064, 0.8110, -1.3198)  0.053
H (-2.5350, 1.5762, -2.8403)  0.059
H (-0.0936, 1.6741, -2.8893)  0.054
H (-0.5308, 0.3591, -4.0105)  0.053
Br (-8.7846, -2.4111, -1.1866)  0.593
C (-7.1788, -2.8490, -0.1697)  -0.700
C (-5.9331, -2.6346, -0.9967)  -0.716
Br (-5.6789, -4.0838, -2.2783)  0.586
H (-7.2945, -3.8774, 0.1834)  0.052
H (-7.1925, -2.1710, 0.6881)  0.057
H (-5.0410, -2.6571, -0.3641)  0.057
H (-5.9445, -1.7022, -1.5681)  0.034

## Properties
Electronic energy (Ha): -11182.54659
Multiplicity: 1
LUMO level (eV): 0.57
F_max (Eh/bohr): 0.0518
E_HOMO (eV): -8.084
SMILES: COCCOCP(C)C.BrCCBr.BrCCBr

C5H7N | ωB97M-V with the def2-TZVPD basis set

Each line ends with the Löwdin charge.
Cartesian coordinates (Å):
C (1.0598, 0.5022, 1.4168)  -0.046
N (0.2984, -0.0051, 0.3107)  -0.213
C (-0.5576, 0.8991, -0.2266)  -0.121
C (-1.2915, 0.2482, -1.1991)  -0.092
C (-0.7808, -1.0840, -1.2753)  -0.112
C (0.2163, -1.2079, -0.3355)  -0.102
H (0.4454, 0.6178, 2.3161)  0.086
H (1.2615, 1.5915, 1.1327)  0.102
H (1.8716, -0.2110, 1.6237)  0.096
H (-0.2716, 1.8896, 0.1688)  0.115
H (-2.0629, 0.6525, -1.8384)  0.085
H (-1.0630, -1.8541, -1.9852)  0.090
H (0.8744, -2.0387, -0.1087)  0.111

## Properties
Electronic energy (Ha): -249.43654
Energy relative to the best compared isomer or geometry (same formula, charge and spin) (eV): 0.999
Multiplicity: 1
LUMO level (eV): 1.02
F_max (Eh/bohr): 0.0393
E_HOMO (eV): -8.261
SMILES: Cn1cccc1

C3H6NO2 | ωB97M-V with the def2-TZVPD basis set

Each line ends with the Löwdin charge.
Cartesian coordinates (Å):
C (2.3331, 0.0780, -0.5550)  0.028
C (1.1830, -0.8040, 0.7244)  0.123
C (0.3940, 0.3597, 0.8816)  -0.104
N (2.1507, -1.2409, 0.2017)  0.266
O (-2.1519, -0.4956, -0.0993)  -0.018
O (1.1635, 0.9739, -0.1081)  -0.014
H (2.3809, -0.2783, -1.5667)  0.145
H (3.3210, 0.4593, -0.3332)  0.151
H (-0.6946, 0.2965, 0.7020)  0.113
H (0.5832, 0.8648, 1.9008)  0.195
H (-2.4087, -0.1507, -0.9069)  0.026
H (-1.8317, -1.4122, -0.2667)  0.090

## Properties
Electronic energy (Ha): -322.69312
Energy relative to the best compared isomer or geometry (same formula, charge and spin) (eV): 5.055
Multiplicity: 1
LUMO level (eV): -6.94
F_max (Eh/bohr): 0.0760
Net charge: +1
E_HOMO (eV): -15.768